[1]
Density functional theory data (ωB97M-V/def2-TZVPD) for a gas-phase ion, C3H4NO2 (charge +1) at a distorted geometry.

```
! RIJCOSX wB97M-V def2-TZVPD def2/J DEFGRID3
* xyz 1 1
C -0.65 -0.04 -1.14
C -1.39 1.80 -0.20
C 0.07 0.09 0.13
N -0.47 1.32 0.64
O -2.29 2.85 -0.25
O -1.44 0.91 -1.31
H -0.58 -0.82 -1.88
H -0.11 -0.78 0.79
H 1.17 0.11 -0.01
H -0.23 1.75 1.53
*
```

Output
highest occupied orbital energy: -0.5710 Eh
ΔE to the lowest compared entry with this formula, charge and spin: 190.40 kJ/mol
energy: -321.593872 Ha

---

[2]
Density functional theory data (ωB97M-V/def2-TZVPD) for a molecular structure, C3H4NO2S at a distorted geometry.

```
! RIJCOSX wB97M-V def2-TZVPD def2/J DEFGRID3
* xyz -1 1
C 1.26 -0.12 -0.41
C 0.04 0.59 -0.19
C -1.04 0.37 0.86
N 2.03 -1.00 0.26
O 3.18 -1.26 -0.16
O -2.83 -0.19 -0.93
S -1.78 -0.95 -0.16
H 1.87 0.25 -1.28
H -0.38 1.10 -0.98
H -1.71 1.24 1.11
H -0.63 -0.04 1.87
*
```

Output
highest occupied orbital energy (spin up / spin down): -0.0944 / -0.1159 Eh
ΔE to the lowest compared entry with this formula, charge and spin: 437.00 kJ/mol
energy: -720.020523 Ha

---

[3]
Density functional theory data (ωB97M-V/def2-TZVPD) for a single C3H4NO3P molecule at a distorted geometry.

```
! RIJCOSX wB97M-V def2-TZVPD def2/J DEFGRID3
* xyz 0 1
C 0.59 -0.86 -0.23
N -0.20 0.09 0.60
C 0.32 0.46 1.75
O 1.30 0.22 2.33
O -0.78 1.58 2.44
P -2.31 1.47 1.76
C -1.52 0.46 0.35
O -2.11 0.23 -0.69
H 0.03 -1.83 -0.32
H 0.63 -0.53 -1.26
H 1.58 -0.88 0.20
H -2.32 2.69 1.05
*
```

Output
highest occupied orbital energy: -0.3525 Eh
ΔE to the lowest compared entry with this formula, charge and spin: 82.95 kJ/mol
energy: -738.538774 Ha
SMILES string: Cn1c(=O)o[pH]c1=O

---

[4]
Density functional theory data (ωB97M-V/def2-TZVPD) for a gas-phase ion, C3H4NO5P (charge -2) at a distorted geometry.

```
! RIJCOSX wB97M-V def2-TZVPD def2/J DEFGRID3
* xyz -2 1
C -1.10 0.43 -0.05
C 0.11 0.20 -0.56
C 1.51 0.44 0.30
N 2.12 1.65 0.06
O 2.97 2.23 0.78
O 1.69 2.33 -0.94
P 2.40 -1.42 -0.10
O 2.26 -1.67 -1.58
O 3.79 -1.24 0.43
O 1.44 -2.20 0.74
H -1.94 0.06 -0.67
H -1.09 0.67 1.05
H 0.09 -0.06 -1.58
H 1.31 0.33 1.31
*
```

Output
highest occupied orbital energy: -0.0051 Eh
ΔE to the lowest compared entry with this formula, charge and spin: 276.70 kJ/mol
energy: -888.963369 Ha
SMILES string: C=C[C@H]([N+](=O)[O-])P(=O)([O-])[O-]

---

[5]
Density functional theory data (ωB97M-V/def2-TZVPD) for 2 unconnected molecules or ions with the total composition C3H4NOS2 at a distorted geometry.

```
! RIJCOSX wB97M-V def2-TZVPD def2/J DEFGRID3
* xyz -1 1
C -0.87 -0.66 -0.20
C 1.67 0.46 0.19
C -0.26 0.24 -1.10
N -1.33 0.09 0.92
O 1.35 1.29 0.97
S 2.81 -0.49 -0.31
S -0.81 -2.42 -0.24
H 0.23 -0.11 -1.98
H -0.49 1.26 -1.04
H -0.64 0.76 1.09
H -1.67 -0.44 1.70
*
```

Output
highest occupied orbital energy: -0.1213 Eh
ΔE to the lowest compared entry with this formula, charge and spin: 97.79 kJ/mol
energy: -1043.116085 Ha

---

[6]
Density functional theory data (ωB97M-V/def2-TZVPD) for 2 unconnected molecules or ions with the total composition C3H4NP at a distorted geometry.

```
! RIJCOSX wB97M-V def2-TZVPD def2/J DEFGRID3
* xyz 0 1
C -0.85 0.15 -0.66
C -0.79 0.65 0.62
C 1.17 -0.61 -0.35
N 0.17 -0.51 -1.19
P 0.90 0.33 1.24
H -2.10 0.25 -2.22
H -1.36 1.33 1.26
H 2.12 -0.91 -0.84
H 0.74 -0.68 2.15
*
```

Output
highest occupied orbital energy (spin up / spin down): -0.3499 / -0.3508 Eh
ΔE to the lowest compared entry with this formula, charge and spin: 436.76 kJ/mol
energy: -512.609554 Ha

---

[7]
Density functional theory data (ωB97M-V/def2-TZVPD) for 2 unconnected molecules or ions with the total composition C3H4NS at a distorted geometry.

```
! RIJCOSX wB97M-V def2-TZVPD def2/J DEFGRID3
* xyz 1 1
C 0.94 -0.29 -0.01
C -1.04 -1.19 -0.03
C 0.13 0.97 0.11
N 0.26 -1.34 0.03
S -1.61 0.38 -0.04
H 2.07 -0.19 -0.02
H -1.56 -3.34 0.57
H 0.35 1.28 1.28
H 0.53 1.74 -0.59
*
```

Output
highest occupied orbital energy (spin up / spin down): -0.5609 / -0.5706 Eh
ΔE to the lowest compared entry with this formula, charge and spin: 525.58 kJ/mol
energy: -569.147346 Ha

---

[8]
Density functional theory data (ωB97M-V/def2-TZVPD) for a gas-phase ion, C3H4NS (charge +1) at a distorted geometry.

```
! RIJCOSX wB97M-V def2-TZVPD def2/J DEFGRID3
* xyz 1 1
C 0.96 -0.37 -0.09
C -1.19 -1.05 0.09
C 0.60 1.05 -0.17
N 0.06 -1.22 0.25
S 2.43 0.29 0.23
H -1.57 -0.53 -0.70
H -1.98 -1.36 0.65
H 0.55 1.75 -1.02
H 0.14 1.44 0.76
*
```

Output
highest occupied orbital energy (spin up / spin down): -0.5692 / -0.5692 Eh
ΔE to the lowest compared entry with this formula, charge and spin: 281.84 kJ/mol
energy: -569.240182 Ha

---

[9]
Density functional theory data (ωB97M-V/def2-TZVPD) for a gas-phase ion, C3H4NS (charge +1) at a distorted geometry.

```
! RIJCOSX wB97M-V def2-TZVPD def2/J DEFGRID3
* xyz 1 1
C -0.47 0.91 0.00
C 1.46 0.09 -0.33
C -0.79 -0.70 0.30
N 0.68 1.16 -0.40
S 0.82 -1.37 0.27
H -1.36 1.49 0.21
H 2.48 0.09 -0.77
H -1.35 -0.90 1.25
H -1.46 -0.77 -0.55
*
```

Output
highest occupied orbital energy: -0.5907 Eh
ΔE to the lowest compared entry with this formula, charge and spin: 89.54 kJ/mol
energy: -569.313427 Ha

---

[10]
Density functional theory data (ωB97M-V/def2-TZVPD) for a molecular structure, C3H4NaO3 at a distorted geometry.

```
! RIJCOSX wB97M-V def2-TZVPD def2/J DEFGRID3
* xyz -1 1
C 1.03 0.26 -0.04
O -0.09 -1.91 -0.69
C -0.38 -1.59 0.50
C 0.69 0.00 -1.37
O 0.46 -0.58 0.93
O -1.52 -1.46 0.99
H 2.10 0.14 0.17
H -0.19 0.48 -1.82
H 1.51 -0.11 -2.08
H -2.04 3.42 1.74
Na -1.57 1.37 1.67
*
```

Output
highest occupied orbital energy: -0.1371 Eh
ΔE to the lowest compared entry with this formula, charge and spin: 343.96 kJ/mol
energy: -504.629038 Ha

---

[11]
Density functional theory data (ωB97M-V/def2-TZVPD) for a molecular structure, C3H4NaO3 at a distorted geometry.

```
! RIJCOSX wB97M-V def2-TZVPD def2/J DEFGRID3
* xyz 0 2
O 1.12 -0.27 -0.71
C 0.38 -1.26 -0.23
C 0.70 1.05 0.62
O 0.34 -2.40 -0.77
O -0.86 -0.72 0.15
C -0.75 0.64 0.58
Na -0.62 -1.86 -2.80
H 0.97 2.01 0.18
H 1.23 0.83 1.56
H -1.28 1.26 -0.15
H -1.24 0.71 1.57
*
```

Output
highest occupied orbital energy (spin up / spin down): -0.1673 / -0.3451 Eh
expectation value of S²: 0.7567
ΔE to the lowest compared entry with this formula, charge and spin: 180.86 kJ/mol
energy: -504.626902 Ha

---

[12]
Density functional theory data (ωB97M-V/def2-TZVPD) for a single C3H4O molecule at a distorted geometry.

```
! RIJCOSX wB97M-V def2-TZVPD def2/J DEFGRID3
* xyz 0 1
C -0.88 -1.41 0.94
C -0.62 -0.36 0.41
C -0.18 0.86 -0.26
O 1.40 0.76 -0.69
H -1.09 -2.35 1.41
H -0.24 1.73 0.41
H 0.10 0.96 -1.35
H 1.52 -0.19 -0.87
*
```

Output
highest occupied orbital energy: -0.3520 Eh
ΔE to the lowest compared entry with this formula, charge and spin: 329.13 kJ/mol
energy: -191.784628 Ha
SMILES string: C#CCO

---

[13]
Density functional theory data (ωB97M-V/def2-TZVPD) for a single C3H4O molecule at a distorted geometry.

```
! RIJCOSX wB97M-V def2-TZVPD def2/J DEFGRID3
* xyz 0 1
C 0.83 -0.19 0.09
C -0.49 -0.43 -0.09
C -1.70 0.43 -0.05
O -2.73 -0.16 -0.13
H 1.57 -0.96 0.24
H 1.24 0.84 0.07
H -0.96 -1.46 0.14
H -1.71 1.49 0.10
*
```

Output
highest occupied orbital energy: -0.3737 Eh
ΔE to the lowest compared entry with this formula, charge and spin: 50.48 kJ/mol
energy: -191.890762 Ha
SMILES string: C=CC=O

---

[14]
Density functional theory data (ωB97M-V/def2-TZVPD) for 2 unconnected molecules or ions with the total composition C3H4O at a distorted geometry.

```
! RIJCOSX wB97M-V def2-TZVPD def2/J DEFGRID3
* xyz 0 1
C 0.01 -0.28 0.19
C -0.21 0.09 1.38
C 0.04 -0.25 -1.20
O 1.17 -0.54 -0.55
H 0.56 0.02 2.22
H -1.24 0.34 1.59
H -0.23 -0.93 -2.03
H -0.10 1.55 -1.60
*
```

Output
highest occupied orbital energy: -0.3527 Eh
ΔE to the lowest compared entry with this formula, charge and spin: 454.87 kJ/mol
energy: -191.736735 Ha

---

[15]
Density functional theory data (ωB97M-V/def2-TZVPD) for 2 unconnected molecules or ions with the total composition C3H4O at a distorted geometry.

```
! RIJCOSX wB97M-V def2-TZVPD def2/J DEFGRID3
* xyz 0 1
C -1.22 1.14 0.35
C -2.17 0.28 -0.28
C -0.91 -0.17 -0.16
H -3.26 -0.02 -0.39
H -0.17 -0.99 -0.29
O 2.29 0.22 -0.14
H 2.18 0.18 0.80
H 1.61 -0.35 -0.60
*
```

Output
highest occupied orbital energy: -0.3444 Eh
ΔE to the lowest compared entry with this formula, charge and spin: 352.96 kJ/mol
energy: -191.775552 Ha
SMILES string: C1=CC=1.O

---

[16]
Density functional theory data (ωB97M-V/def2-TZVPD) for 2 unconnected molecules or ions with the total composition C3H4O at a distorted geometry.

```
! RIJCOSX wB97M-V def2-TZVPD def2/J DEFGRID3
* xyz 0 1
C -0.32 -0.24 -2.74
C -0.11 -0.32 -1.57
C 0.17 0.18 1.51
O -0.67 -0.10 0.53
H -0.22 0.16 -3.73
H 0.43 1.18 1.83
H 1.08 -0.55 1.70
H -0.36 -0.31 2.46
*
```

Output
highest occupied orbital energy (spin up / spin down): -0.3868 / -0.3869 Eh
ΔE to the lowest compared entry with this formula, charge and spin: 697.43 kJ/mol
energy: -191.644351 Ha

---

[17]
Density functional theory data (ωB97M-V/def2-TZVPD) for a single C3H4O2 molecule at a distorted geometry.

```
! RIJCOSX wB97M-V def2-TZVPD def2/J DEFGRID3
* xyz 0 1
C 1.36 0.09 -0.17
C 0.02 -0.47 0.35
O -0.28 -1.56 0.68
C -1.60 0.46 0.17
O -2.35 1.21 0.79
H 2.15 -0.35 0.56
H 1.26 1.18 -0.42
H 1.35 -0.47 -1.16
H -1.91 -0.10 -0.80
*
```

Output
highest occupied orbital energy: -0.3217 Eh
ΔE to the lowest compared entry with this formula, charge and spin: 242.63 kJ/mol
energy: -267.100368 Ha
SMILES string: CC(=O)C=O

---

[18]
Density functional theory data (ωB97M-V/def2-TZVPD) for a single C3H4O2 molecule at a distorted geometry.

```
! RIJCOSX wB97M-V def2-TZVPD def2/J DEFGRID3
* xyz 0 1
O -1.71 -0.96 0.04
C -1.27 0.15 -0.29
C 0.16 0.49 0.18
C 1.10 -0.64 -0.06
O 2.26 -0.40 -0.18
H -1.92 0.96 -0.83
H 0.62 1.50 -0.22
H 0.14 0.56 1.38
H 0.63 -1.66 -0.02
*
```

Output
highest occupied orbital energy: -0.3657 Eh
ΔE to the lowest compared entry with this formula, charge and spin: 133.96 kJ/mol
energy: -267.141759 Ha
SMILES string: O=CCC=O

---

[19]
Density functional theory data (ωB97M-V/def2-TZVPD) for 2 unconnected molecules or ions with the total composition C3H4O2 at a distorted geometry.

```
! RIJCOSX wB97M-V def2-TZVPD def2/J DEFGRID3
* xyz 0 1
C 0.83 0.61 -0.81
C -0.16 0.48 0.46
C -0.63 -1.14 0.50
H 2.05 0.84 -0.70
H 0.44 0.82 1.37
H -1.14 1.22 0.23
H 0.14 -2.35 -0.76
O 0.13 0.52 -2.01
O -1.67 -1.01 1.72
*
```

Output
highest occupied orbital energy: -0.3694 Eh
ΔE to the lowest compared entry with this formula, charge and spin: 1025.72 kJ/mol
energy: -266.802107 Ha

---

[20]
Density functional theory data (ωB97M-V/def2-TZVPD) for a single C3H4O2 molecule at a distorted geometry.

```
! RIJCOSX wB97M-V def2-TZVPD def2/J DEFGRID3
* xyz 0 1
C -0.69 1.25 -0.66
C 0.15 1.19 0.34
O 0.94 0.01 0.63
C 0.38 -1.09 0.08
O -0.69 -1.34 -0.41
H -1.45 0.45 -0.98
H -1.33 2.25 -0.81
H 0.61 1.96 1.11
H 1.10 -2.03 0.35
*
```

Output
highest occupied orbital energy: -0.3745 Eh
ΔE to the lowest compared entry with this formula, charge and spin: 239.58 kJ/mol
energy: -267.101532 Ha
SMILES string: C=COC=O